(1)
Below is a molecular structure, C27H28CdF4N4O6, with properties calculated with ωB97M-V/def2-TZVPD.

Structure (XYZ):
```
70
Properties=species:S:1:pos:R:3:forces:R:3:lowdin_charge:R:1
Cd 0.065 -0.141 -0.231 0.07 0.13 -0.04 1.511
C -1.477 0.077 -3.158 -0.07 0.00 0.05 -0.097
N -1.242 1.039 -2.080 0.11 0.00 -0.06 -0.335
C -2.511 1.612 -1.632 0.07 0.04 0.06 -0.098
C -0.301 2.103 -2.498 0.00 -0.18 0.04 -0.194
C 0.603 2.498 -1.333 0.03 -0.05 0.12 -0.238
N 1.407 1.358 -0.905 0.01 0.04 -0.29 -0.107
C 2.629 1.094 -1.438 -0.24 -0.02 0.23 -0.206
C 3.147 -0.217 -1.368 -0.06 -0.05 0.00 -0.179
F 2.350 -1.199 -0.858 -0.04 0.01 -0.01 0.009
C 4.400 -0.578 -1.795 -0.01 -0.06 -0.01 -0.241
F 4.773 -1.861 -1.662 0.01 0.03 -0.01 0.091
C 5.265 0.341 -2.354 0.10 -0.01 0.01 0.055
C 4.791 1.632 -2.446 -0.01 0.13 -0.03 -0.223
F 5.580 2.590 -2.959 -0.01 -0.04 0.00 0.089
C 3.533 2.006 -2.012 0.09 0.07 -0.03 -0.145
F 3.213 3.316 -2.113 0.04 0.03 -0.01 0.067
H -1.850 0.564 -4.068 -0.03 0.01 0.01 0.093
H -2.217 -0.657 -2.835 0.03 0.00 0.00 0.083
H -0.552 -0.447 -3.400 0.03 0.01 -0.01 0.086
H -3.049 2.083 -2.465 -0.01 0.02 0.00 0.093
H -2.325 2.368 -0.867 0.00 0.00 -0.01 0.081
H -3.133 0.838 -1.187 0.01 -0.01 -0.02 0.065
H -0.852 2.960 -2.902 0.00 0.02 0.02 0.123
H 0.333 1.713 -3.296 0.00 -0.02 -0.03 0.120
H -0.035 2.786 -0.486 0.04 0.05 0.01 0.090
H 1.191 3.375 -1.589 -0.02 -0.02 -0.06 0.106
H 6.256 0.071 -2.688 -0.05 0.01 0.01 0.133
C -1.670 2.088 3.771 0.02 0.01 0.04 -0.063
C -0.840 2.585 2.582 0.04 -0.05 -0.02 -0.383
C -0.581 4.084 2.694 0.03 0.02 0.04 -0.081
C 0.436 1.769 2.411 0.01 0.05 -0.11 -0.221
C 0.388 0.373 2.463 -0.07 -0.15 0.05 -0.109
C 1.526 -0.406 2.258 -0.01 -0.04 0.02 -0.085
C 2.765 0.180 2.007 0.06 0.00 -0.01 -0.289
C 4.002 -0.656 1.813 -0.03 0.02 0.02 -0.040
C 2.812 1.566 1.964 0.01 0.04 0.01 -0.033
C 1.676 2.344 2.156 0.03 0.02 0.02 -0.032
H -2.493 2.777 3.971 0.01 -0.03 -0.02 0.078
H -1.054 2.024 4.671 -0.03 0.03 -0.02 0.092
H -2.107 1.105 3.588 0.06 0.03 0.00 0.071
H -1.440 2.425 1.677 -0.04 -0.01 0.00 0.123
H 0.093 4.305 3.528 -0.05 0.00 -0.03 0.090
H -1.519 4.611 2.874 0.02 -0.02 -0.02 0.079
H -0.140 4.497 1.784 0.01 -0.03 0.03 0.073
H -0.546 -0.124 2.698 -0.01 -0.01 -0.05 0.098
H 1.445 -1.487 2.307 0.00 -0.01 0.02 0.118
H 3.760 -1.628 1.382 0.00 0.02 0.01 0.080
H 4.504 -0.830 2.767 -0.01 0.00 -0.01 0.087
H 4.713 -0.158 1.151 -0.02 0.00 0.03 0.078
H 3.758 2.056 1.753 -0.04 -0.01 0.01 0.122
H 1.771 3.419 2.089 0.01 -0.02 0.01 0.107
O -0.690 -2.265 -0.167 -0.22 0.20 0.07 -0.083
C -1.840 -1.875 0.194 0.28 0.11 0.07 -0.650
O -2.092 -0.683 0.506 -0.03 -0.22 -0.17 -0.083
C -2.941 -2.882 0.224 -0.10 0.05 -0.01 -0.100
C -2.688 -4.181 0.634 0.13 -0.10 -0.04 0.084
C -3.730 -5.084 0.643 0.05 -0.25 0.13 -0.102
C -5.007 -4.763 0.238 -0.10 -0.07 -0.01 0.088
C -5.214 -3.465 -0.177 -0.19 0.05 -0.09 -0.103
C -4.216 -2.513 -0.181 -0.03 0.09 0.11 0.081
N -6.574 -3.080 -0.627 0.03 0.00 0.11 -0.348
O -7.449 -3.913 -0.537 0.04 -0.03 -0.02 0.095
O -6.722 -1.951 -1.045 0.05 0.02 -0.03 0.088
N -3.463 -6.471 1.101 0.05 0.05 -0.11 -0.348
O -2.348 -6.715 1.509 -0.01 0.03 0.03 0.092
O -4.372 -7.268 1.025 -0.06 0.03 0.02 0.094
H -1.698 -4.494 0.935 -0.01 0.05 -0.02 0.138
H -5.802 -5.491 0.245 -0.01 -0.01 0.00 0.135
H -4.436 -1.499 -0.485 0.03 -0.02 0.00 0.129
```
Positions in Å, forces in eV/Å.

Its HOMO energy is -7.79 eV. As for the molar mass: 692.947 g mol⁻¹. Its orbital gap is 6.701 eV.

***

(2)
Below is C4H5Cl2P in the gas phase, with properties calculated with ωB97M-V/def2-TZVPD.

Structure (XYZ):
```
12
Properties=species:S:1:pos:R:3:forces:R:3:lowdin_charge:R:1
C -0.690 0.587 -0.903 3.04 1.88 -1.21 -0.087
C -1.126 -0.335 -0.063 0.05 0.46 -2.36 -0.930
C 0.933 1.080 -0.388 -3.13 -1.60 -1.22 -0.338
C -0.282 -0.780 1.002 0.58 0.75 3.56 -0.485
P 1.498 -0.304 0.709 -1.02 0.97 1.46 0.479
Cl -2.584 -1.170 -0.119 -1.68 -0.38 -0.51 0.723
Cl 2.059 -1.706 -0.559 0.57 -1.22 -1.51 0.226
H -1.091 1.045 -1.885 0.36 -0.98 2.15 0.120
H 1.633 1.234 -1.212 -0.28 0.00 -0.02 0.047
H 0.799 1.997 0.172 0.14 0.17 0.23 0.047
H -0.469 0.070 1.739 0.13 -1.09 0.12 0.099
H -0.680 -1.719 1.507 1.24 1.05 -0.70 0.098
```
Positions in Å, forces in eV/Å.

As for the structure (SMILES): ClC1=CCP(Cl)C1. Its HOMO energy is -9.06 eV. As for the molar mass: 154.964 g mol⁻¹. Its orbital gap is 9.963 eV.

***

(3)
Below is a molecular structure, C40H46P2RuSi, with properties calculated with ωB97M-V/def2-TZVPD.

Structure (XYZ):
```
90
Properties=species:S:1:pos:R:3:forces:R:3:lowdin_charge:R:1
Ru 2.334 0.571 3.725 -0.95 -0.19 0.41 1.249
C 4.041 2.064 3.349 0.20 1.33 -0.62 -0.180
C 3.063 2.100 2.337 1.43 0.54 0.39 -0.221
C 3.276 1.539 0.943 -0.10 0.04 -0.45 -0.169
C 2.809 0.086 0.762 -0.17 -0.04 -0.61 -0.187
C 2.793 -0.734 2.016 0.34 -0.83 0.24 -0.231
C 3.828 -0.755 2.974 0.20 -0.52 -0.76 -0.219
C 5.192 -0.122 2.760 0.42 0.19 0.19 -0.144
C 5.333 1.298 3.353 0.04 -0.33 0.35 -0.163
C 0.945 -0.733 4.330 -0.52 -0.60 0.77 -0.221
H 3.979 2.805 4.150 -0.14 -0.10 -0.36 0.114
H 2.384 2.954 2.374 -0.14 -0.26 0.34 0.122
H 4.315 1.657 0.610 -0.14 0.02 0.31 0.125
H 2.679 2.173 0.276 0.23 -0.16 0.01 0.105
H 1.802 0.091 0.323 0.14 -0.08 0.26 0.091
H 3.418 -0.421 -0.001 0.05 0.07 0.12 0.132
H 2.149 -1.621 1.999 -0.02 0.47 0.12 0.119
H 3.806 -1.571 3.707 -0.04 0.27 -0.27 0.126
H 5.459 -0.112 1.697 -0.28 -0.06 0.11 0.121
H 5.936 -0.760 3.249 -0.11 0.07 -0.14 0.126
H 5.620 1.218 4.415 0.06 0.01 -0.48 0.098
H 6.146 1.855 2.846 -0.51 -0.12 0.14 0.145
H 0.796 -0.480 5.387 -0.34 -0.34 -0.28 0.010
H 1.365 -1.739 4.256 -0.09 -0.05 0.15 0.025
H -0.003 -0.703 3.790 0.11 0.23 -0.21 0.029
P -3.739 1.005 -3.419 0.47 0.87 -1.25 1.114
P -3.619 -2.145 -3.283 0.17 -1.05 -1.60 1.101
C -2.821 0.084 -4.684 0.54 -2.03 0.21 -0.299
C -2.779 -1.274 -4.629 0.05 2.23 -0.16 -0.326
C -4.529 2.271 -4.522 -0.95 0.00 0.49 -0.379
C -4.000 2.681 -5.757 -0.03 0.16 -0.19 -0.090
C -4.623 3.697 -6.499 -0.11 -0.11 0.38 -0.056
C -5.780 4.323 -6.012 0.32 -0.29 0.02 -0.053
C -6.333 3.883 -4.804 -0.13 0.16 -0.02 -0.067
C -5.738 2.851 -4.076 0.50 0.09 -0.17 -0.097
C -2.449 1.948 -2.513 0.09 -0.47 0.28 -0.350
C -1.611 1.216 -1.644 0.05 0.28 -0.15 -0.094
C -0.541 1.851 -1.014 -0.12 0.31 -0.27 -0.075
C -0.285 3.207 -1.279 -0.30 -0.07 -0.16 -0.063
C -1.138 3.943 -2.116 0.04 -0.34 0.20 -0.051
C -2.242 3.319 -2.703 0.13 0.04 0.02 -0.064
C -4.496 -3.375 -4.400 -0.52 0.26 0.22 -0.343
C -5.526 -2.892 -5.232 0.14 -0.22 -0.19 -0.096
C -6.067 -3.713 -6.230 0.22 -0.02 0.20 -0.061
C -5.590 -5.020 -6.413 0.05 0.33 0.18 -0.053
C -4.601 -5.508 -5.558 -0.02 0.07 0.16 -0.059
C -4.084 -4.707 -4.532 0.10 -0.04 -0.03 -0.074
C -2.269 -3.179 -2.631 0.05 0.14 0.94 -0.413
C -2.517 -3.830 -1.406 0.16 -0.08 -0.36 -0.105
C -1.581 -4.720 -0.884 0.25 0.01 -0.18 -0.068
C -0.377 -4.946 -1.571 -0.23 0.03 -0.01 -0.064
C -0.115 -4.273 -2.769 -0.03 0.20 -0.02 -0.063
C -1.044 -3.358 -3.287 0.04 -0.36 0.37 -0.082
H -2.277 0.628 -5.464 -0.21 -0.22 0.31 0.079
H -2.258 -1.859 -5.391 -0.21 0.17 0.16 0.094
H -3.094 2.229 -6.161 -0.31 0.26 0.13 0.091
H -4.196 4.006 -7.456 -0.10 -0.12 0.35 0.116
H -6.238 5.145 -6.580 0.18 -0.48 0.34 0.121
H -7.237 4.369 -4.424 0.31 -0.27 -0.13 0.117
H -6.187 2.502 -3.143 0.08 0.19 -0.25 0.105
H -1.785 0.148 -1.491 0.01 0.29 0.03 0.096
H 0.102 1.299 -0.325 -0.22 0.14 -0.29 0.081
H 0.586 3.692 -0.835 -0.30 -0.10 -0.08 0.103
H -0.949 5.000 -2.318 -0.04 -0.37 0.13 0.118
H -2.921 3.896 -3.333 0.23 -0.18 0.14 0.110
H -5.872 -1.861 -5.125 0.02 -0.30 -0.05 0.105
H -6.856 -3.334 -6.876 0.20 -0.03 0.17 0.113
H -5.988 -5.648 -7.220 0.17 0.31 0.44 0.120
H -4.226 -6.526 -5.681 -0.13 0.32 0.08 0.116
H -3.331 -5.114 -3.855 -0.19 0.07 -0.27 0.104
H -3.458 -3.647 -0.885 0.23 -0.12 -0.09 0.108
H -1.787 -5.247 0.049 0.07 0.19 -0.28 0.113
H 0.356 -5.657 -1.169 -0.35 0.32 -0.21 0.115
H 0.821 -4.454 -3.311 -0.43 0.10 0.29 0.116
H -0.812 -2.805 -4.192 0.00 -0.22 0.12 0.094
C 6.596 1.552 7.549 0.06 -0.03 -0.43 -0.187
Si 4.797 1.230 7.988 1.14 0.59 1.41 0.431
C 4.747 -0.273 9.099 -0.29 -0.56 -0.11 -0.173
C 4.186 2.716 8.942 -0.31 0.22 -0.13 -0.184
C 3.828 1.042 6.437 -1.19 -0.97 -0.64 -0.081
C 3.048 0.735 5.502 1.22 1.00 0.56 -0.187
H 7.188 1.719 8.461 -0.26 -0.06 -0.21 0.049
H 6.701 2.445 6.918 0.00 -0.10 0.16 0.033
H 7.056 0.717 7.003 -0.09 0.11 0.15 0.034
H 5.347 -0.027 9.991 -0.16 0.01 -0.28 0.051
H 3.743 -0.556 9.444 0.19 0.20 -0.08 0.040
H 5.186 -1.172 8.645 -0.03 0.28 0.05 0.039
H 4.268 3.634 8.344 0.04 -0.17 0.15 0.038
H 3.139 2.636 9.262 0.24 -0.06 -0.05 0.040
H 4.807 2.843 9.842 -0.15 -0.06 -0.26 0.048
```
Positions in Å, forces in eV/Å.

The spin multiplicity is 5. As for the expectation value of S²: 6.0595. Its HOMO energy (alpha / beta) is -13.07 / -12.97 eV. As for the molar mass: 717.912 g mol⁻¹. The total charge is +2. Its orbital gap (alpha / beta) is 7.389 / 4.949 eV.

***

Number 1: largest force on an atom 0.006 hartree/bohr. Number 2: largest force on an atom 0.073 hartree/bohr. Number 3: largest force on an atom 0.043 hartree/bohr.